Entry 1:
Below is a structure of composition C47H40BaClF15GeN6O4S3Si at a distorted geometry, with properties calculated with ωB97M-V with the def2-TZVPD basis set.

Its HOMO energy is -3.12 eV. Its charge is -2. The value obtained for the energy above the lowest of the compared OMol25 structures with the same formula, charge and spin is 25.6 kJ/mol. The value obtained for the HOMO-LUMO gap is 6.55 eV.

Element x y z (Å)
Ba (0.02, 1.26, 0.10)
C (1.88, -1.19, -2.06)
C (0.45, -0.83, -2.35)
O (-0.32, -0.42, -1.46)
N (0.04, -1.01, -3.62)
C (-1.34, -0.88, -4.08)
C (-1.63, 0.48, -4.68)
C (-1.31, 0.78, -6.01)
C (-1.61, 2.03, -6.51)
C (-2.20, 2.97, -5.67)
C (-2.46, 2.60, -4.36)
N (-2.19, 1.38, -3.87)
H (1.87, -2.10, -1.45)
H (2.35, -0.41, -1.46)
H (2.46, -1.36, -2.97)
H (0.73, -1.32, -4.27)
H (-2.01, -1.03, -3.25)
H (-1.52, -1.66, -4.82)
H (-0.84, 0.02, -6.63)
H (-1.39, 2.27, -7.55)
H (-2.46, 3.96, -6.03)
H (-2.90, 3.31, -3.66)
O (-3.23, 6.40, -0.63)
C (-3.98, 5.36, -1.01)
C (-5.33, 5.59, -1.30)
C (-6.15, 4.55, -1.71)
C (-5.65, 3.26, -1.83)
C (-4.31, 3.03, -1.53)
C (-3.46, 4.06, -1.12)
C (-2.05, 3.70, -0.79)
O (-1.69, 2.49, -0.81)
N (-1.27, 4.74, -0.51)
N (-0.02, 4.37, 0.00)
C (0.88, 5.25, -0.15)
S (0.64, 6.72, -1.11)
C (2.29, 7.38, -0.75)
C (3.23, 6.19, -0.59)
S (2.46, 5.10, 0.61)
H (-2.30, 6.02, -0.48)
H (-5.71, 6.61, -1.19)
H (-7.19, 4.75, -1.93)
H (-6.29, 2.44, -2.15)
H (-3.88, 2.03, -1.61)
H (2.24, 7.95, 0.17)
H (2.58, 8.03, -1.57)
H (4.21, 6.48, -0.20)
H (3.35, 5.65, -1.52)
C (0.91, 3.33, -3.33)
C (2.12, 2.94, -2.51)
C (3.39, 3.36, -2.88)
C (4.46, 2.99, -2.05)
C (4.25, 2.25, -0.91)
C (2.90, 1.84, -0.56)
N (1.88, 2.20, -1.41)
N (2.54, 1.13, 0.52)
Si (3.49, 0.59, 1.83)
C (2.34, -0.35, 2.93)
C (4.87, -0.58, 1.39)
C (4.24, 1.97, 2.86)
H (1.11, 3.27, -4.40)
H (0.61, 4.36, -3.09)
H (0.07, 2.68, -3.08)
H (3.55, 3.95, -3.77)
H (5.47, 3.29, -2.30)
H (5.07, 1.96, -0.26)
H (1.93, -1.20, 2.37)
H (1.50, 0.28, 3.28)
H (2.88, -0.75, 3.81)
H (4.49, -1.42, 0.79)
H (5.31, -1.00, 2.31)
H (5.68, -0.09, 0.83)
H (3.47, 2.71, 3.13)
H (5.05, 2.50, 2.33)
H (4.66, 1.55, 3.79)
Cl (-1.27, 1.06, 2.58)
C (-4.85, -0.53, 0.09)
C (-4.14, -1.77, -0.41)
O (-3.17, -1.46, -1.43)
H (-5.58, -0.80, 0.87)
H (-5.38, -0.04, -0.73)
H (-4.14, 0.17, 0.52)
H (-4.84, -2.47, -0.86)
H (-3.65, -2.29, 0.43)
H (-2.49, -0.94, -1.01)
F (0.57, -7.65, 2.23)
C (1.74, -7.01, 2.15)
C (1.83, -5.63, 2.17)
C (3.11, -5.11, 2.06)
F (3.31, -3.79, 2.03)
C (4.23, -5.90, 1.95)
F (5.45, -5.36, 1.85)
C (4.10, -7.26, 1.93)
F (5.18, -8.04, 1.83)
C (2.85, -7.82, 2.03)
F (2.73, -9.16, 2.00)
Ge (0.32, -4.34, 1.83)
S (0.47, -3.82, -0.20)
C (-1.33, -5.35, 2.42)
C (-2.48, -5.44, 1.65)
F (-2.56, -4.92, 0.43)
C (-3.62, -6.08, 2.11)
F (-4.71, -6.17, 1.34)
C (-3.63, -6.64, 3.36)
F (-4.73, -7.26, 3.80)
C (-2.52, -6.56, 4.16)
F (-2.54, -7.11, 5.38)
C (-1.39, -5.93, 3.68)
F (-0.33, -5.90, 4.50)
C (0.31, -3.09, 3.39)
C (1.17, -3.08, 4.47)
F (2.25, -3.88, 4.53)
C (0.95, -2.27, 5.55)
F (1.80, -2.27, 6.59)
C (-0.16, -1.46, 5.60)
F (-0.38, -0.71, 6.67)
C (-1.07, -1.46, 4.56)
F (-2.19, -0.76, 4.68)
C (-0.80, -2.25, 3.47)
F (-1.66, -2.25, 2.46)



Entry 2:
Below is a structure of composition C47H40N9O2ReS2, with properties calculated with ωB97M-V with the def2-TZVPD basis set.

Its HOMO energy (alpha / beta) is -14.12 / -14.12 eV. The expectation value of S² is 0.81. Its charge is +3. The value obtained for the energy above the lowest of the compared OMol25 structures with the same formula, charge and spin is 9.4 kJ/mol. The spin multiplicity is 2. The value obtained for the HOMO-LUMO gap (alpha / beta) is 5.77 / 4.05 eV.

Element x y z (Å)
Re (-0.02, 0.84, 0.12)
C (1.51, 2.65, 2.64)
C (0.44, 1.73, 3.13)
C (0.28, 1.51, 4.50)
C (-0.76, 0.73, 4.97)
C (-1.69, 0.24, 4.06)
C (-1.49, 0.50, 2.72)
N (-0.40, 1.16, 2.25)
C (-2.51, 0.30, 1.68)
C (-3.82, -0.13, 1.85)
C (-4.70, -0.02, 0.78)
C (-4.29, 0.58, -0.40)
C (-2.97, 0.99, -0.50)
N (-2.10, 0.76, 0.49)
C (-2.36, 1.82, -1.55)
C (-3.01, 2.36, -2.64)
C (-2.32, 3.27, -3.43)
C (-1.02, 3.62, -3.10)
C (-0.41, 3.03, -2.00)
C (0.96, 3.42, -1.55)
N (-1.06, 2.12, -1.27)
H (1.63, 3.47, 3.35)
H (1.25, 3.07, 1.67)
H (2.47, 2.15, 2.55)
H (0.97, 1.98, 5.18)
H (-0.87, 0.55, 6.03)
H (-2.56, -0.30, 4.40)
H (-4.16, -0.51, 2.80)
H (-5.72, -0.35, 0.89)
H (-4.99, 0.76, -1.20)
H (-4.03, 2.11, -2.85)
H (-2.80, 3.72, -4.29)
H (-0.48, 4.36, -3.67)
H (0.94, 4.43, -1.14)
H (1.67, 3.42, -2.38)
H (1.35, 2.76, -0.76)
N (-1.30, -3.20, -0.13)
C (-1.14, -1.94, -0.53)
N (-0.41, -1.23, 0.32)
C (-0.09, -2.11, 1.38)
C (0.59, -1.93, 2.58)
C (0.71, -3.03, 3.42)
C (0.17, -4.28, 3.08)
C (-0.52, -4.47, 1.91)
C (-0.64, -3.36, 1.08)
H (-1.72, -3.92, -0.71)
H (-1.55, -1.58, -1.45)
H (1.00, -0.98, 2.87)
H (1.22, -2.92, 4.36)
H (0.30, -5.11, 3.77)
H (-0.94, -5.43, 1.65)
N (1.57, -1.40, -6.71)
C (2.35, -1.30, -5.61)
O (3.48, -1.71, -5.53)
C (1.72, -0.67, -4.38)
C (2.59, -0.24, -3.39)
C (2.09, 0.22, -2.19)
N (0.77, 0.25, -1.91)
C (-0.06, -0.11, -2.90)
C (0.37, -0.57, -4.13)
H (1.99, -1.79, -7.54)
H (0.70, -0.91, -6.81)
H (3.66, -0.29, -3.56)
H (2.75, 0.55, -1.41)
H (-1.12, -0.04, -2.71)
H (-0.38, -0.90, -4.84)
N (1.41, -3.45, -2.50)
C (0.29, -3.84, -3.19)
N (-0.85, -3.23, -3.08)
C (-1.78, -3.82, -3.94)
C (-3.11, -3.41, -4.09)
C (-3.91, -4.08, -4.99)
C (-3.42, -5.15, -5.75)
C (-2.10, -5.56, -5.62)
C (-1.30, -4.88, -4.71)
S (0.38, -5.16, -4.32)
H (1.26, -2.88, -1.69)
H (2.20, -4.07, -2.47)
H (-3.49, -2.58, -3.51)
H (-4.95, -3.78, -5.12)
H (-4.07, -5.66, -6.44)
H (-1.72, -6.38, -6.20)
C (11.03, -1.54, 2.24)
C (9.73, -1.04, 1.71)
O (9.51, -0.46, 0.71)
S (8.35, -1.58, 2.88)
C (6.85, -1.08, 2.23)
C (6.64, -0.39, 1.01)
C (5.37, -0.05, 0.64)
C (4.25, -0.37, 1.46)
C (4.47, -1.06, 2.68)
C (5.73, -1.40, 3.06)
C (2.97, 0.00, 1.07)
C (1.83, 0.32, 0.72)
H (11.84, -1.17, 1.61)
H (11.03, -2.63, 2.23)
H (11.18, -1.21, 3.27)
H (7.47, -0.14, 0.38)
H (5.21, 0.48, -0.29)
H (3.63, -1.31, 3.31)
H (5.90, -1.93, 3.99)



Entry 3:
Below is a structure of composition C47H44BBrCl2F2N6O5SiTm at a distorted geometry, with properties calculated with ωB97M-V with the def2-TZVPD basis set.

Its HOMO energy (alpha / beta) is -4.50 / -4.50 eV. The expectation value of S² is 2.00. Its charge is -1. The spin multiplicity is 3. The value obtained for the HOMO-LUMO gap (alpha / beta) is 6.36 / 6.36 eV.

Element x y z (Å)
Tm (1.67, 0.19, 0.86)
O (-0.92, 2.79, -3.55)
C (-0.21, 3.88, -3.14)
C (-0.29, 5.01, -3.94)
C (0.43, 6.15, -3.61)
C (1.23, 6.16, -2.48)
C (1.31, 5.03, -1.69)
C (0.59, 3.89, -2.00)
C (0.75, 2.62, -1.21)
O (1.30, 2.78, 0.12)
N (1.71, 1.79, -1.88)
N (1.76, 0.42, -1.41)
C (2.94, -0.12, -1.86)
C (3.39, -1.35, -1.68)
Br (3.43, -1.73, 1.60)
C (3.74, -2.57, -2.03)
C (3.22, -3.22, -3.23)
C (3.78, -4.41, -3.70)
C (3.27, -5.04, -4.82)
C (2.18, -4.50, -5.49)
C (1.63, -3.31, -5.04)
C (2.14, -2.68, -3.93)
H (-0.91, 2.10, -2.88)
H (-0.91, 4.97, -4.82)
H (0.36, 7.02, -4.25)
H (1.80, 7.04, -2.23)
H (1.95, 5.02, -0.82)
H (-0.22, 2.13, -1.02)
H (1.53, 1.80, -2.89)
H (3.60, 0.57, -2.40)
H (4.44, -3.14, -1.42)
H (4.62, -4.84, -3.18)
H (3.71, -5.97, -5.16)
H (1.78, -5.00, -6.36)
H (0.77, -2.89, -5.55)
H (1.72, -1.76, -3.58)
Cl (7.49, 1.23, 5.30)
C (6.24, 1.31, 4.11)
C (6.59, 1.70, 2.81)
C (5.62, 1.75, 1.85)
Cl (6.00, 2.20, 0.24)
C (4.25, 1.39, 2.10)
O (3.40, 1.41, 1.16)
C (3.94, 1.01, 3.46)
C (2.63, 0.60, 3.84)
O (1.65, 0.38, 3.11)
C (4.96, 0.99, 4.43)
H (7.61, 1.95, 2.57)
H (2.49, 0.45, 4.93)
H (4.70, 0.68, 5.43)
F (1.30, 2.91, 2.37)
B (0.80, 3.33, 1.20)
F (0.00, 4.38, 1.28)
O (-0.61, 1.04, 0.86)
Si (-2.18, 1.13, 0.95)
C (-2.69, 0.80, 2.76)
C (-1.80, 0.06, 3.54)
C (-2.07, -0.24, 4.87)
C (-3.25, 0.21, 5.45)
C (-4.14, 0.95, 4.69)
C (-3.85, 1.24, 3.37)
C (-3.23, 2.61, 0.31)
C (-2.76, 3.81, -0.21)
C (-3.62, 4.79, -0.69)
C (-4.98, 4.60, -0.65)
C (-5.48, 3.40, -0.16)
C (-4.62, 2.43, 0.30)
C (-3.01, -0.13, -0.23)
C (-2.67, -0.09, -1.58)
C (-3.22, -0.96, -2.51)
C (-4.15, -1.90, -2.10)
C (-4.51, -1.96, -0.76)
C (-3.96, -1.08, 0.15)
H (-0.86, -0.26, 3.11)
H (-1.36, -0.80, 5.46)
H (-3.46, -0.02, 6.48)
H (-5.05, 1.31, 5.15)
H (-4.55, 1.85, 2.81)
H (-1.70, 3.99, -0.25)
H (-3.21, 5.71, -1.09)
H (-5.66, 5.36, -1.01)
H (-6.55, 3.23, -0.13)
H (-5.03, 1.49, 0.64)
H (-1.92, 0.62, -1.90)
H (-2.92, -0.90, -3.55)
H (-4.56, -2.59, -2.81)
H (-5.24, -2.69, -0.44)
H (-4.24, -1.15, 1.19)
C (0.34, -3.14, 2.19)
N (-0.43, -4.38, 2.17)
C (0.16, -5.26, 1.17)
N (0.15, -4.65, -0.16)
C (0.91, -3.41, -0.10)
N (0.34, -2.46, 0.88)
C (-1.06, -2.23, 0.51)
N (-1.85, -3.46, 0.45)
C (-1.80, -4.08, 1.77)
C (-1.23, -4.35, -0.51)
H (1.37, -3.38, 2.47)
H (-0.09, -2.47, 2.95)
H (-0.42, -6.19, 1.14)
H (1.19, -5.48, 1.46)
H (0.89, -2.94, -1.09)
H (1.94, -3.64, 0.18)
H (-1.09, -1.76, -0.48)
H (-1.52, -1.57, 1.24)
H (-2.38, -5.01, 1.75)
H (-2.24, -3.39, 2.50)
H (-1.24, -3.88, -1.50)
H (-1.80, -5.29, -0.55)



Entry 4:
Below is a structure of composition C47H44CaN4OP2 at a distorted geometry, with properties calculated with ωB97M-V with the def2-TZVPD basis set.

Its HOMO energy is -13.09 eV. Its charge is +2. The value obtained for the HOMO-LUMO gap is 8.56 eV.

Element x y z (Å)
Ca (0.41, 0.81, 0.65)
C (5.52, -1.35, 5.31)
C (4.78, -0.12, 4.76)
C (5.31, 1.16, 5.42)
C (5.01, -0.04, 3.26)
C (6.31, -0.05, 2.76)
C (6.56, -0.06, 1.40)
C (5.51, -0.08, 0.51)
C (4.20, -0.03, 0.97)
P (2.80, -0.10, -0.22)
C (2.73, -1.89, -0.59)
C (2.80, -2.76, 0.50)
C (2.71, -4.13, 0.31)
C (2.53, -4.65, -0.97)
C (2.42, -3.78, -2.05)
C (2.50, -2.41, -1.87)
C (3.51, 0.78, -1.65)
C (4.23, 0.20, -2.69)
C (4.83, 1.00, -3.65)
C (4.72, 2.38, -3.59)
C (4.00, 2.97, -2.55)
C (3.40, 2.17, -1.59)
C (3.96, 0.02, 2.35)
O (2.63, 0.12, 2.74)
C (2.33, -0.04, 4.09)
C (0.97, 0.01, 4.43)
C (0.58, -0.22, 5.75)
C (1.53, -0.47, 6.71)
C (2.87, -0.45, 6.37)
C (3.30, -0.23, 5.06)
P (-0.28, 0.48, 3.19)
C (-1.61, -0.72, 3.52)
C (-1.15, -2.05, 3.42)
C (-2.02, -3.11, 3.60)
C (-3.37, -2.87, 3.86)
C (-3.83, -1.56, 3.92)
C (-2.96, -0.49, 3.74)
C (-0.61, 2.20, 3.72)
C (-1.79, 2.75, 4.22)
C (-1.87, 4.10, 4.52)
C (-0.77, 4.93, 4.33)
C (0.42, 4.39, 3.84)
C (0.49, 3.05, 3.53)
H (6.58, -1.30, 5.08)
H (5.12, -2.27, 4.86)
H (5.42, -1.43, 6.39)
H (6.38, 1.28, 5.24)
H (5.14, 1.14, 6.50)
H (4.80, 2.04, 5.01)
H (7.14, -0.04, 3.45)
H (7.58, -0.07, 1.04)
H (5.71, -0.12, -0.55)
H (2.96, -2.37, 1.49)
H (2.79, -4.80, 1.15)
H (2.48, -5.72, -1.12)
H (2.27, -4.18, -3.05)
H (2.39, -1.75, -2.72)
H (4.33, -0.87, -2.75)
H (5.40, 0.54, -4.45)
H (5.20, 3.00, -4.33)
H (3.90, 4.05, -2.50)
H (2.88, 2.64, -0.76)
H (-0.47, -0.20, 6.00)
H (1.24, -0.66, 7.74)
H (3.62, -0.60, 7.14)
H (-0.10, -2.24, 3.24)
H (-1.66, -4.13, 3.54)
H (-4.05, -3.69, 4.02)
H (-4.88, -1.37, 4.12)
H (-3.36, 0.51, 3.76)
H (-2.65, 2.13, 4.41)
H (-2.79, 4.51, 4.91)
H (-0.83, 5.98, 4.57)
H (1.29, 5.03, 3.72)
H (1.43, 2.64, 3.16)
C (-4.37, -2.61, 0.09)
C (-3.63, -1.33, 0.16)
C (-4.07, -0.02, 0.12)
C (-2.93, 0.78, 0.24)
N (-1.83, 0.02, 0.34)
N (-2.29, -1.26, 0.29)
C (-2.90, 2.28, 0.31)
H (-5.43, -2.43, 0.21)
H (-4.03, -3.30, 0.86)
H (-4.23, -3.08, -0.89)
H (-5.09, 0.32, 0.03)
H (-1.66, -2.03, 0.41)
H (-3.92, 2.65, 0.41)
H (-2.48, 2.71, -0.60)
H (-2.33, 2.61, 1.17)
N (0.03, 4.30, 0.45)
C (-0.23, 5.20, -0.52)
C (-0.16, 4.53, -1.72)
C (0.15, 3.21, -1.37)
N (0.26, 3.08, -0.05)
H (0.02, 4.44, 1.45)
H (-0.45, 6.23, -0.29)
H (-0.30, 4.93, -2.71)
H (0.32, 2.37, -2.03)